Entry from OMol25: C20H21F2N3O4S in the gas phase (ωB97M-V with the def2-TZVPD basis set).

* Kohn-Sham gap: 8.74 eV
* SMILES: O=C(CCc1ccc(S(=O)(=O)N2CCOCC2)cc1)N/N=C/c1ccc(F)cc1F
* HOMO level: -8.5655 eV
* total charge: 0
* LUMO level: 0.17 eV
* total energy: -50010.3379 eV

```
51
C20H21F2N3O4S, DFT ωB97M-V with the def2-TZVPD basis set
O 1.98897 4.63720 -1.40082
C 2.28412 3.46676 -1.31518
C 3.51575 2.94222 -0.61904
C 3.22597 2.79378 0.88888
C 2.18428 1.73780 1.11342
C 0.83349 2.06823 1.12767
C -0.13344 1.08144 1.22464
C 0.25540 -0.23844 1.32852
S -0.92407 -1.58209 1.41738
O -0.80372 -2.19922 2.70719
O -0.72858 -2.39979 0.25214
N -2.39987 -0.79453 1.28254
C -3.29198 -1.23922 0.23068
C -4.37084 -0.17066 0.04658
O -5.06824 0.05948 1.24907
C -4.19964 0.46805 2.27791
C -3.10485 -0.57282 2.52899
C 1.59286 -0.58519 1.34752
C 2.55376 0.40248 1.23425
N 1.44635 2.51408 -1.83075
N 1.67942 1.19828 -1.76126
C 0.76764 0.38793 -2.13045
C 0.96081 -1.04247 -2.08548
C 2.16966 -1.61481 -1.68087
C 2.33026 -2.98216 -1.63430
C 1.26971 -3.79612 -2.00142
F 1.42885 -5.12827 -1.96756
C 0.05706 -3.27897 -2.41629
C -0.07704 -1.90736 -2.43919
F -1.25927 -1.38678 -2.82495
H 3.79559 1.97864 -1.04046
H 4.31890 3.66610 -0.75744
H 2.88549 3.75539 1.27590
H 4.15272 2.52109 1.39529
H 0.53815 3.10462 1.04661
H -1.18335 1.32678 1.21292
H -2.70588 -1.37158 -0.67636
H -3.76426 -2.19518 0.49589
H -5.11532 -0.49601 -0.68079
H -3.90293 0.76362 -0.29889
H -4.81836 0.59756 3.16688
H -3.73429 1.43036 2.01298
H -2.38678 -0.22044 3.26885
H -3.55653 -1.50573 2.89217
H 1.85612 -1.62653 1.44101
H 3.60056 0.13752 1.23602
H 0.56888 2.85309 -2.23655
H -0.19949 0.74659 -2.49795
H 2.97355 -0.95279 -1.40502
H 3.25837 -3.42973 -1.31629
H -0.76395 -3.92222 -2.68460
```

---

Entry from OMol25: 2 unconnected molecules or ions with the total composition C5H15NO (ωB97M-V with the def2-TZVPD basis set).

* Kohn-Sham gap (alpha / beta): 1.84 / 8.98 eV
* spin multiplicity: 2
* expectation value of S²: 0.75
* energy relative to the best compared isomer or geometry (same formula, charge and spin): 60.8 kcal per mole
* HOMO level (alpha / beta): 1.1135 / -6.1094 eV
* total charge: -1
* LUMO level (alpha / beta): 2.95 / 2.87 eV
* total energy: -8962.2425 eV

```
22
C5H15NO, DFT ωB97M-V with the def2-TZVPD basis set
C -0.44355 1.22451 1.49936
C -0.17677 0.50773 0.10492
N -0.58931 -0.91528 -0.06214
C -0.80717 -1.23578 -2.71716
C -0.13884 -1.58736 -1.33110
C -0.28534 -3.10007 -0.98280
H 0.42311 1.55795 2.22326
H -1.31352 0.66137 2.10034
H -0.93213 2.17722 1.11645
H -0.53158 1.06352 -0.79040
H 0.90272 0.74984 0.04688
H -1.50833 -1.22459 -0.18888
H -0.63941 -1.98852 -3.47485
H -1.91617 -1.15959 -2.49352
H -0.43900 -0.23400 -3.09785
H 0.98265 -1.38441 -1.62293
H 0.60946 -3.65082 -1.09867
H -0.57378 -3.22933 0.07899
H -1.13393 -3.60147 -1.49395
H 1.29341 4.13944 3.37252
H 2.36756 5.06552 3.13870
O 2.20552 4.07633 2.89744
```

---

Entry from OMol25: a molecular structure, C41H68AsI2N8OSi6TeZn (ωB97M-V with the def2-TZVPD basis set).

* Kohn-Sham gap: 4.79 eV
* energy relative to the best compared isomer or geometry (same formula, charge and spin): 2.3 kcal per mole
* HOMO level: -3.4673 eV
* total charge: -1
* LUMO level: 1.32 eV
* total energy: -237615.9970 eV

```
129
C41H68AsI2N8OSi6TeZn, DFT ωB97M-V with the def2-TZVPD basis set
Zn 1.09703 0.16779 0.48299
I -0.75729 -0.58461 5.21944
C 0.55600 -1.77416 4.13215
C 1.00729 -2.98606 4.66556
C 1.87350 -3.78788 3.97176
I 2.51335 -5.57093 4.86217
C 2.33334 -3.40167 2.69043
C 3.24424 -4.12792 1.89252
C 3.63390 -3.63839 0.67919
C 3.09659 -2.41902 0.23524
N 2.23660 -1.73164 0.94063
C 1.85455 -2.18580 2.15671
C 0.94188 -1.32575 2.87593
O 0.56260 -0.21881 2.36564
H 0.65901 -3.28747 5.64394
H 3.62787 -5.07253 2.25332
H 4.33057 -4.17952 0.05470
H 3.37252 -2.01001 -0.72897
C -4.15687 3.89276 1.54977
C -3.59888 4.62145 0.33247
C -3.84462 3.86171 -0.97145
C -2.14383 5.03722 0.53517
N -1.23712 3.97704 0.95540
C -1.05488 2.72081 0.53214
N -0.00197 2.23242 1.13954
N 0.44500 3.20310 1.95280
N -0.27059 4.25224 1.83979
H -5.21911 3.69303 1.41799
H -4.02830 4.48342 2.45776
H -3.66972 2.93191 1.70406
H -4.12549 5.57962 0.24665
H -3.50912 2.82706 -0.92641
H -3.34772 4.34520 -1.81418
H -4.91285 3.82654 -1.18618
H -2.07761 5.78159 1.32947
H -1.73870 5.47943 -0.37911
H -1.65112 2.18335 -0.18093
C 1.04639 3.94068 -1.78486
Si 1.53967 2.35198 -2.68515
C 0.98812 2.57550 -4.47905
C 3.43548 2.43669 -2.72853
As 0.31560 0.57432 -1.77166
Si 1.00276 -1.17019 -3.17232
C 0.77029 -2.85144 -2.35660
C 2.78779 -1.08158 -3.79192
C -0.08405 -1.11219 -4.71037
H 1.54134 4.79066 -2.25904
H 1.34429 3.92021 -0.73616
H -0.03032 4.10633 -1.83398
H 1.24528 3.57323 -4.83891
H -0.08958 2.43796 -4.57138
H 1.46983 1.85256 -5.13727
H 3.72251 3.07164 -3.56918
H 3.92661 1.47624 -2.86110
H 3.82390 2.89764 -1.82061
H 1.72581 -3.28728 -2.07103
H 0.29529 -3.53414 -3.06364
H 0.13857 -2.79441 -1.46853
H 3.51205 -1.05788 -2.97704
H 2.95808 -0.20349 -4.41373
H 2.99401 -1.96717 -4.39733
H -1.13936 -1.12389 -4.43919
H 0.11125 -1.97118 -5.35557
H 0.09730 -0.20426 -5.28390
C -6.49032 -1.51546 -2.43841
Si -4.80665 -1.02215 -1.72761
C -5.06199 0.48899 -0.63843
C -3.69267 -0.48050 -3.14826
Si -3.82082 -2.72560 -0.48653
Te -1.84961 -1.83650 0.68273
Si -3.25666 -4.50170 -1.89569
C -2.21019 -3.87656 -3.33824
C -4.74709 -5.39568 -2.64447
C -2.24660 -5.75038 -0.91533
Si -5.30308 -3.42331 1.18524
C -5.93817 -1.90808 2.10966
C -6.81790 -4.38457 0.57816
C -4.39254 -4.52485 2.40629
H -6.93567 -0.70542 -3.01928
H -7.18430 -1.77861 -1.63977
H -6.39741 -2.38534 -3.08923
H -5.44573 1.32827 -1.22211
H -4.10602 0.76462 -0.19619
H -5.75028 0.29171 0.18081
H -4.12306 0.37384 -3.67693
H -3.53828 -1.28128 -3.86900
H -2.71193 -0.18882 -2.76128
H -2.84225 -3.53455 -4.15793
H -1.55444 -4.65990 -3.72286
H -1.58726 -3.03853 -3.02255
H -5.30819 -4.72678 -3.29800
H -5.43041 -5.75061 -1.87508
H -4.43062 -6.25572 -3.23796
H -1.48459 -5.23058 -0.33447
H -1.75790 -6.47372 -1.57045
H -2.87751 -6.29714 -0.21434
H -6.64014 -1.34030 1.49876
H -5.10333 -1.25607 2.36496
H -6.44745 -2.19415 3.03194
H -7.37740 -3.82694 -0.17241
H -7.49103 -4.60125 1.41043
H -6.52606 -5.33482 0.13233
H -3.52470 -3.99881 2.80123
H -4.03076 -5.43142 1.92059
H -5.04132 -4.81578 3.23484
N 6.55552 3.51214 3.91381
C 7.80098 4.09203 4.00886
C 8.48629 4.68074 5.06573
C 9.74879 5.16682 4.78989
C 10.31088 5.06910 3.50677
C 9.62457 4.48306 2.46426
C 8.34771 3.98608 2.72160
N 7.45490 3.35848 1.87295
C 6.41213 3.09538 2.61451
C 5.20038 2.41888 2.13235
C 4.08379 2.22819 2.93920
C 2.97589 1.58445 2.41661
N 2.94402 1.13933 1.16261
C 4.01201 1.32043 0.38521
C 5.15951 1.94974 0.82184
H 5.88422 3.40439 4.65267
H 8.05640 4.75670 6.05470
H 10.31983 5.63357 5.58116
H 11.30319 5.46415 3.33748
H 10.05158 4.40459 1.47513
H 4.04047 2.57164 3.96243
H 2.08107 1.41765 3.00033
H 3.93128 0.93894 -0.62402
H 6.00795 2.08595 0.16869
```

---

Entry from OMol25: a molecular structure, C70H89KN6O6Si (ωB97M-V with the def2-TZVPD basis set).

* Kohn-Sham gap: 6.35 eV
* energy relative to the best compared isomer or geometry (same formula, charge and spin): 0.0 kcal per mole
* HOMO level: -2.7304 eV
* total charge: -2
* LUMO level: 3.62 eV
* total energy: -119466.7375 eV

```
173
C70H89KN6O6Si, DFT ωB97M-V with the def2-TZVPD basis set
K 0.11681 -0.35748 -0.84971
C 4.72527 -0.19960 -2.71218
C 4.29235 1.18409 -2.23626
C 2.84403 1.44301 -2.65129
C 4.41195 1.36892 -0.74117
C 4.73144 2.61172 -0.20822
C 4.78002 2.81606 1.16288
C 4.49128 1.78387 2.04457
C 4.45783 2.00831 3.53015
C 4.16424 0.54328 1.50996
C 4.12143 0.33633 0.14365
H 4.73496 -0.22455 -3.80198
H 4.03270 -0.96952 -2.38337
H 5.71973 -0.45940 -2.35139
H 4.93909 1.93620 -2.70924
H 2.22749 0.69486 -2.15814
H 2.70896 1.34659 -3.72194
H 2.49798 2.42672 -2.34704
H 4.94810 3.43284 -0.87897
H 5.02213 3.79746 1.55005
H 3.43409 1.94433 3.90474
H 4.85101 2.99308 3.78933
H 5.04542 1.25583 4.06017
H 3.90385 -0.27051 2.17274
H 3.80841 -0.62607 -0.22709
C -2.73480 -3.07849 5.15463
N -1.32789 -2.75919 5.07928
C -0.45996 -3.72788 5.72491
C 0.91004 -3.32965 5.19635
N 0.57541 -2.87934 3.87468
C 1.59345 -2.27372 3.05558
C -0.71632 -2.37752 3.84872
N -1.09218 -1.70230 2.86592
C -2.34300 -1.04164 2.64482
C -2.34152 0.36175 3.26451
N -1.30208 1.11060 2.62983
C -0.77014 2.19412 3.00521
N 0.37518 2.61589 2.40819
C 0.97611 1.84957 1.34801
C 0.82749 3.89872 2.85627
C -0.32486 4.35108 3.75998
N -1.08557 3.13660 4.02171
C -2.46464 3.38367 4.37131
H -2.95245 -3.41067 6.17370
H -3.02335 -3.88033 4.46108
H -3.35010 -2.20433 4.95674
H -0.70862 -4.75567 5.41711
H -0.54173 -3.65650 6.81457
H 1.61707 -4.16313 5.16522
H 1.34890 -2.52206 5.80944
H 2.42042 -2.97513 2.94070
H 1.97058 -1.34831 3.50996
H 1.19895 -2.04006 2.06597
H -3.23090 -1.59107 2.98145
H -2.44737 -0.92208 1.56323
H -2.17221 0.26702 4.35006
H -3.34082 0.79925 3.11564
H 0.47903 2.04739 0.39416
H 0.85468 0.79062 1.58073
H 2.03284 2.08795 1.26734
H 0.97486 4.58905 2.01793
H 1.77627 3.82466 3.40456
H -0.95456 5.08863 3.23913
H 0.02292 4.80293 4.69646
H -2.49678 3.99496 5.27866
H -2.98377 2.45681 4.57293
H -3.00187 3.92142 3.57606
C 1.44530 -1.59106 -5.13096
C 1.72912 -2.97438 -4.54544
C 2.63353 -3.80240 -5.44682
O 0.53158 -3.69284 -4.31588
C 0.08286 -3.40324 -2.98266
C 1.27714 -2.66573 -2.34519
O 2.33867 -2.86791 -3.27954
C 1.68331 -2.99970 -0.82795
O 1.61104 -1.86222 -0.10481
C 0.69848 -4.06156 -0.25674
C 0.93126 -5.43009 -0.24405
C -0.01163 -6.31734 0.25417
C -1.21650 -5.85196 0.75651
C -1.45518 -4.48634 0.76585
C -0.50835 -3.60937 0.27311
C 3.09910 -3.61880 -0.74559
C 3.89785 -3.20103 0.31134
C 5.16591 -3.71930 0.51348
C 5.67010 -4.67895 -0.34861
C 4.88391 -5.11175 -1.40662
C 3.61456 -4.59015 -1.59973
C -1.29802 -2.60057 -2.88986
O -1.20311 -1.59415 -2.00942
C -1.71125 -2.07150 -4.28668
C -1.91239 -0.70621 -4.42285
C -2.31213 -0.15690 -5.63199
C -2.51969 -0.97158 -6.73126
C -2.33153 -2.34226 -6.60388
C -1.93512 -2.88319 -5.39396
C -2.40091 -3.59934 -2.50061
C -2.40196 -4.94076 -2.86295
C -3.42828 -5.78656 -2.46909
C -4.48162 -5.30002 -1.71128
C -4.49505 -3.95906 -1.35796
C -3.46474 -3.12309 -1.74528
H 0.84805 -1.68505 -6.03810
H 2.38559 -1.08625 -5.35735
H 0.88514 -0.98459 -4.42569
H 2.23206 -3.83020 -6.45815
H 2.70052 -4.81487 -5.05973
H 3.62670 -3.35826 -5.46842
H -0.05067 -4.37239 -2.49594
H 1.04490 -1.60607 -2.34382
H 1.86550 -5.83162 -0.62467
H 0.20101 -7.38000 0.24424
H -1.96226 -6.54431 1.12674
H -2.38723 -4.09674 1.14885
H -0.70610 -2.55075 0.28299
H 3.47395 -2.44679 0.95553
H 5.76699 -3.36673 1.34420
H 6.66457 -5.08561 -0.20167
H 5.26452 -5.86062 -2.09218
H 3.02618 -4.93294 -2.43744
H -1.73274 -0.08628 -3.55649
H -2.46432 0.91253 -5.71047
H -2.83462 -0.54689 -7.67758
H -2.49300 -2.99327 -7.45630
H -1.78903 -3.95078 -5.31812
H -1.58776 -5.34629 -3.44620
H -3.39624 -6.83455 -2.74459
H -5.27933 -5.96158 -1.39347
H -5.31088 -3.56068 -0.76562
H -3.45749 -2.08179 -1.44872
C -3.43778 1.42882 -0.12449
O -3.61191 0.24148 -0.85402
H -4.43213 1.75037 0.20045
H -2.98410 2.20732 -0.73288
H -2.80184 1.28091 0.74813
H -2.74932 -0.04547 -1.20215
C -0.83535 6.23240 -2.26384
C -0.50253 4.89401 -1.61657
C 0.95626 4.88739 -1.16812
C -1.36434 4.73727 -0.36594
Si -0.82166 3.32425 -2.70165
O -0.67287 2.02005 -1.84373
C -2.52639 3.52422 -3.54351
C -3.54598 2.61401 -3.28277
C -4.77772 2.70066 -3.91579
C -5.01698 3.70750 -4.83598
C -4.01008 4.61543 -5.12939
C -2.78345 4.51457 -4.49360
C 0.30671 3.35303 -4.25173
C 1.18767 4.34257 -4.67382
C 1.95555 4.19868 -5.82323
C 1.85054 3.05179 -6.58980
C 0.97094 2.05384 -6.19884
C 0.21920 2.20951 -5.04699
H -0.60498 7.05320 -1.57388
H -1.89395 6.29698 -2.51347
H -0.27065 6.40465 -3.17618
H 1.13097 5.68632 -0.43534
H 1.64818 5.04259 -1.99306
H 1.21314 3.94104 -0.70424
H -1.14884 5.54624 0.34525
H -1.17095 3.78672 0.11942
H -2.42572 4.78019 -0.60598
H -3.36996 1.80466 -2.59663
H -5.54343 1.96611 -3.69687
H -5.97622 3.77600 -5.33660
H -4.17838 5.39414 -5.86836
H -1.99919 5.21110 -4.76293
H 1.29471 5.25306 -4.10050
H 2.64233 4.98446 -6.11681
H 2.45224 2.93433 -7.48526
H 0.87852 1.14688 -6.78222
H -0.43668 1.40981 -4.74052
```

---

> total energy of number 1 (C20H21F2N3O4S)?

-50010.3379 eV

---

> Number 4 is which compound?

C70H89KN6O6Si

---

> Among the records above, which one has the highest total energy?

C5H15NO

---

Repeat the second record exactly.
Entry from OMol25: 2 unconnected molecules or ions with the total composition C5H15NO (ωB97M-V with the def2-TZVPD basis set).

* Kohn-Sham gap (alpha / beta): 1.84 / 8.98 eV
* spin multiplicity: 2
* expectation value of S²: 0.75
* energy relative to the best compared isomer or geometry (same formula, charge and spin): 60.8 kcal per mole
* HOMO level (alpha / beta): 1.1135 / -6.1094 eV
* total charge: -1
* LUMO level (alpha / beta): 2.95 / 2.87 eV
* total energy: -8962.2425 eV

```
22
C5H15NO, DFT ωB97M-V with the def2-TZVPD basis set
C -0.44355 1.22451 1.49936
C -0.17677 0.50773 0.10492
N -0.58931 -0.91528 -0.06214
C -0.80717 -1.23578 -2.71716
C -0.13884 -1.58736 -1.33110
C -0.28534 -3.10007 -0.98280
H 0.42311 1.55795 2.22326
H -1.31352 0.66137 2.10034
H -0.93213 2.17722 1.11645
H -0.53158 1.06352 -0.79040
H 0.90272 0.74984 0.04688
H -1.50833 -1.22459 -0.18888
H -0.63941 -1.98852 -3.47485
H -1.91617 -1.15959 -2.49352
H -0.43900 -0.23400 -3.09785
H 0.98265 -1.38441 -1.62293
H 0.60946 -3.65082 -1.09867
H -0.57378 -3.22933 0.07899
H -1.13393 -3.60147 -1.49395
H 1.29341 4.13944 3.37252
H 2.36756 5.06552 3.13870
O 2.20552 4.07633 2.89744
```